Computed, not measured: a molecular structure, C49H37Cl2F15GeHfN8O2S3 in a non-equilibrium geometry, with ωB97M-V/def2-TZVPD.

Structure (XYZ):
```
118
Properties=species:S:1:pos:R:3:forces:R:3
Hf 0.1090 -1.4487 0.1298 -0.396 2.301 -0.232
O 0.5065 -1.9257 1.9691 0.250 -0.992 1.414
C 0.0157 -2.9105 2.6926 -0.085 -0.586 0.535
C -0.0317 -2.7883 4.0893 0.125 0.232 -0.015
C -0.6133 -3.7569 4.8756 0.005 -0.025 -0.141
C -1.1818 -4.8952 4.2970 -0.067 -0.081 0.060
C -1.0722 -5.0806 2.9403 0.029 -0.011 -0.057
C -0.4543 -4.1251 2.1193 0.036 0.281 0.121
C -0.1976 -4.4399 0.7414 0.331 0.076 0.010
N 0.3302 -3.5733 -0.0559 -0.286 -0.356 -0.401
N 0.7809 -3.9833 -1.2894 0.172 -0.633 -0.564
C 1.1951 -2.9669 -1.9946 -0.108 -0.862 0.147
O 1.0706 -1.7354 -1.5928 1.079 -0.785 -0.673
C 1.8967 -3.2477 -3.2614 0.024 0.190 -0.198
C 1.4682 -4.2490 -4.1259 -0.096 0.017 0.066
C 2.1642 -4.4934 -5.2984 0.020 -0.045 -0.010
C 3.2988 -3.7541 -5.6028 -0.002 0.015 0.010
C 3.7279 -2.7557 -4.7397 0.070 -0.007 -0.016
C 3.0276 -2.4976 -3.5742 -0.045 -0.004 0.086
H 0.4062 -1.8975 4.5218 -0.024 0.015 0.006
H -0.6207 -3.6419 5.9522 -0.027 0.043 0.004
H -1.6745 -5.6367 4.9113 0.050 -0.024 0.013
H -1.4563 -5.9840 2.4806 0.016 -0.018 -0.003
H -0.3541 -5.4546 0.3811 0.063 0.003 -0.026
H 0.5833 -4.8201 -3.8788 0.010 -0.012 0.026
H 1.8215 -5.2682 -5.9716 0.012 0.004 -0.011
H 3.8552 -3.9578 -6.5084 -0.034 0.009 -0.027
H 4.6141 -2.1807 -4.9733 0.000 0.004 0.002
H 3.3690 -1.7396 -2.8795 -0.047 0.070 -0.047
Cl -0.9679 0.9019 0.0033 -0.076 0.761 0.048
C -2.5962 0.7217 -0.5910 -0.630 -0.267 -0.338
C -3.4699 1.7778 -0.4188 0.287 0.200 0.106
C -4.7794 1.6516 -0.8432 -0.057 -0.020 -0.075
C -5.1944 0.4762 -1.4496 0.023 -0.007 -0.059
C -4.3001 -0.5632 -1.6294 0.315 0.224 0.182
Cl -4.8454 -2.0033 -2.4043 -0.163 -0.133 -0.075
C -2.9641 -0.4880 -1.1903 -0.044 -0.015 -0.025
S -1.8985 -1.8447 -1.3828 -0.335 -0.121 -0.210
H -3.1198 2.6904 0.0459 -0.020 -0.007 0.037
H -5.4748 2.4681 -0.7099 0.009 0.015 0.011
H -6.2117 0.3595 -1.7965 -0.003 0.002 0.003
C 0.0423 2.0085 -2.9055 0.015 -0.063 -0.035
N -0.4224 0.6586 -3.2225 -0.108 0.251 -0.164
C 0.6222 0.0081 -4.0242 -0.066 -0.007 0.092
N 0.9219 0.7447 -5.2517 0.073 -0.067 -0.132
C 1.3661 2.0851 -4.8776 -0.011 -0.022 0.026
N 0.3496 2.8031 -4.0983 -0.012 0.109 -0.023
C -0.8749 2.8737 -4.9047 0.010 0.000 0.043
N -1.3675 1.5486 -5.2820 -0.099 0.020 -0.112
C -1.6235 0.7883 -4.0565 0.060 -0.048 0.056
C -0.3077 0.8698 -6.0327 -0.027 -0.002 0.035
H 0.9370 1.9186 -2.2879 -0.039 -0.007 -0.009
H -0.7371 2.5314 -2.3422 0.027 0.001 0.049
H 0.2920 -1.0015 -4.2779 0.026 -0.009 0.010
H 1.5277 -0.0545 -3.4213 0.013 -0.061 0.012
H 1.5887 2.6571 -5.7813 0.002 0.004 0.017
H 2.2796 1.9991 -4.2842 -0.014 0.010 -0.002
H -0.6742 3.4524 -5.8091 0.006 -0.009 0.008
H -1.6478 3.3843 -4.3241 0.009 0.016 -0.019
H -1.9797 -0.2121 -4.3154 -0.019 0.015 -0.002
H -2.3985 1.3040 -3.4820 -0.015 -0.038 -0.002
H -0.0960 1.4413 -6.9396 -0.009 -0.021 -0.002
H -0.6566 -0.1255 -6.3165 0.018 0.000 0.011
C -4.3817 -3.6794 1.6507 0.035 -0.054 -0.037
N -4.3916 -2.8985 2.8761 0.018 -0.044 0.030
C -5.6818 -2.8699 3.5489 -0.047 -0.025 0.014
C -3.4615 -1.9344 3.0776 0.246 0.018 0.032
S -2.5243 -1.3777 1.7908 -0.628 0.185 0.230
N -3.3661 -1.4239 4.3283 -0.028 -0.065 -0.048
C -3.6074 -2.2264 5.5152 -0.066 0.001 0.054
C -2.6581 -0.1847 4.5870 0.007 0.025 -0.005
H -4.8684 -4.6348 1.8534 -0.019 0.014 -0.004
H -3.3584 -3.8530 1.3314 -0.017 -0.013 -0.014
H -4.9089 -3.1699 0.8383 0.010 0.027 0.022
H -6.4694 -2.7589 2.7994 0.013 -0.007 -0.010
H -5.7420 -2.0269 4.2303 -0.007 -0.011 -0.019
H -5.8628 -3.7948 4.1013 -0.019 0.022 0.021
H -3.8501 -3.2490 5.2417 0.019 0.010 0.019
H -4.4110 -1.8086 6.1274 -0.015 -0.034 -0.015
H -2.6962 -2.2410 6.1166 0.006 0.017 0.006
H -2.6328 0.4158 3.6847 0.030 0.034 -0.001
H -1.6320 -0.3698 4.9126 -0.005 -0.030 -0.040
H -3.1838 0.3603 5.3735 0.020 -0.024 0.020
F 3.0278 4.5727 2.3487 -0.007 0.169 0.102
C 2.1017 3.9216 3.0669 -0.146 -0.220 -0.070
C 1.6189 2.7098 2.6024 0.056 -0.286 -0.268
C 0.6458 2.0801 3.3524 0.258 0.179 -0.182
F 0.1722 0.8988 2.9393 -0.213 -0.073 0.219
C 0.1523 2.6420 4.5168 -0.024 0.009 0.020
F -0.8052 2.0443 5.2334 -0.006 -0.078 0.001
C 0.6595 3.8526 4.9580 0.014 -0.022 -0.063
F 0.1947 4.3918 6.0802 -0.023 0.025 0.056
C 1.6450 4.5018 4.2347 0.050 -0.037 -0.036
F 2.1336 5.6624 4.6657 -0.011 0.059 0.014
Ge 2.4510 1.9820 0.9319 0.351 1.162 0.603
S 2.2701 -0.0350 0.2501 -0.017 0.258 -0.106
C 4.3587 2.1268 1.5246 -0.192 -0.276 -0.182
C 4.6972 1.2866 2.5753 -0.134 0.164 -0.148
F 3.7138 0.6247 3.2079 0.192 -0.178 0.049
C 5.9968 1.1170 3.0104 0.003 -0.003 -0.009
F 6.2913 0.2806 4.0057 -0.003 0.004 0.039
C 7.0063 1.8339 2.3884 -0.119 0.004 0.000
F 8.2662 1.6814 2.7806 0.064 0.019 0.035
C 6.6995 2.7224 1.3726 0.007 0.024 -0.075
F 7.6734 3.4348 0.8056 0.012 0.018 -0.016
C 5.3857 2.8556 0.9539 -0.206 -0.075 0.168
F 5.1197 3.7454 -0.0082 0.176 0.053 -0.053
C 2.0679 3.4090 -0.4154 0.066 -0.460 0.105
C 2.8001 3.3961 -1.5926 -0.109 0.007 0.203
F 3.6568 2.3843 -1.7946 0.071 0.118 -0.190
C 2.6542 4.3593 -2.5699 0.126 -0.016 0.010
F 3.3795 4.3258 -3.6867 -0.011 -0.013 -0.017
C 1.7312 5.3744 -2.3805 0.013 -0.046 0.121
F 1.5784 6.3150 -3.3018 -0.022 0.002 -0.066
C 0.9573 5.3986 -1.2346 -0.004 0.009 -0.012
F 0.0566 6.3670 -1.0605 -0.052 -0.001 -0.024
C 1.1224 4.4094 -0.2807 0.118 -0.241 -0.014
F 0.3049 4.4295 0.7842 -0.051 0.175 -0.009
```
Positions in Å, forces in eV/Å.

Calculated values
**E_tot**: -223567.2037 eV
**HOMO level**: -0.2893 Eh
**Net charge**: 0
**Gap between HOMO and LUMO**: 6.997 eV
**Max |F|**: 2.35 eV/A

=====

Computed, not measured: a molecular structure, C49H38CsN7O2SSi in a non-equilibrium geometry, with ωB97M-V/def2-TZVPD.

Structure (XYZ):
```
99
Properties=species:S:1:pos:R:3:forces:R:3
Cs -0.2071 -1.0070 -0.6666 1.524 0.524 0.982
C 4.2875 1.3014 0.8258 0.202 -0.101 -0.042
C 2.9335 1.0103 1.0770 -0.159 -0.044 0.069
N 2.4722 -0.2104 1.1962 -0.138 0.208 -0.029
C 3.3246 -1.2539 1.0914 0.454 -0.058 -0.043
C 4.7161 -1.0689 0.8518 -0.318 0.050 0.023
C 5.1662 0.2627 0.7046 -0.043 0.109 0.024
C 5.5845 -2.1786 0.7699 0.139 -0.188 -0.023
C 5.0634 -3.4445 0.8949 0.155 0.171 -0.016
C 3.7032 -3.6558 1.1186 -0.144 0.128 0.049
C 2.7921 -2.5938 1.2447 0.104 -0.450 0.057
N 1.4675 -2.7409 1.4006 -0.399 0.225 -0.218
C 0.8745 -3.7327 2.0653 0.399 0.026 0.224
C 1.4628 -4.5007 3.0917 0.053 0.090 -0.128
C 0.7616 -5.4866 3.7794 -0.207 -0.076 -0.048
C -0.5582 -5.7664 3.5037 0.106 -0.165 0.179
C -1.2262 -4.9950 2.5308 0.072 0.211 -0.198
C -2.5961 -5.1682 2.2312 -0.001 0.082 -0.046
C -3.2037 -4.3625 1.3098 -0.086 -0.124 0.130
C -2.4344 -3.3757 0.6702 0.062 -0.041 -0.012
N -1.1566 -3.2007 0.9025 -0.374 -0.337 0.162
C -0.5346 -3.9772 1.8132 -0.111 -0.359 0.289
H 4.6079 2.3298 0.7216 -0.021 0.009 -0.007
H 2.2126 1.8158 1.1857 0.013 0.004 -0.004
H 6.2153 0.4390 0.4871 0.007 0.007 0.040
H 6.6465 -2.0184 0.6179 -0.018 0.014 -0.034
H 5.7245 -4.3033 0.8271 -0.011 -0.004 -0.031
H 3.3201 -4.6660 1.1830 0.020 0.001 0.038
H 2.4878 -4.2855 3.3636 0.008 -0.051 -0.018
H 1.2743 -6.0494 4.5537 0.004 0.012 0.008
H -1.0931 -6.5501 4.0286 -0.013 0.034 0.012
H -3.1510 -5.9366 2.7598 -0.020 -0.001 -0.014
H -4.2559 -4.4644 1.0762 0.009 0.009 -0.028
H -2.8966 -2.7233 -0.0632 -0.027 -0.012 -0.054
C 4.2454 0.8886 -4.9280 0.144 -0.078 0.049
N 3.0345 1.6666 -4.9344 -0.316 0.097 -0.044
C 2.5277 2.3685 -6.0054 -0.015 0.058 -0.069
C 1.3465 2.8803 -5.6356 -0.074 0.025 -0.016
N 1.0971 2.4882 -4.3199 0.433 -0.133 -0.283
C 2.1666 1.7233 -3.8671 0.198 0.049 0.159
S 2.5057 1.0433 -2.4002 0.072 -0.174 0.032
C -0.1281 2.7262 -3.6564 -0.562 0.112 0.400
C -1.1877 3.3391 -4.3299 0.149 -0.022 -0.119
C -2.3873 3.4909 -3.6588 -0.017 -0.049 0.145
C -2.5069 3.0311 -2.3585 -0.024 0.034 -0.105
C -1.3854 2.4606 -1.7805 -0.158 -0.084 0.131
N -0.2226 2.3302 -2.3999 0.169 -0.035 -0.365
H 4.8624 1.1880 -5.7742 -0.037 0.033 -0.015
H 4.0222 -0.1778 -4.9958 -0.009 0.012 0.032
H 4.7778 1.0556 -3.9933 -0.002 0.012 -0.007
H 3.0542 2.4580 -6.9391 0.012 -0.012 0.020
H 0.6722 3.4980 -6.1944 0.016 -0.015 0.005
H -1.1067 3.6793 -5.3512 0.003 -0.040 0.004
H -3.2289 3.9515 -4.1605 0.002 0.005 -0.015
H -3.4372 3.0996 -1.8119 0.029 -0.005 0.055
H -1.4224 2.0773 -0.7689 -0.053 0.004 0.073
O -3.3936 -2.4186 -2.7822 -0.076 0.080 0.061
C -3.0260 -1.3103 -2.3482 -0.294 -0.122 -0.472
O -1.9232 -0.7402 -2.4896 -1.020 0.231 -1.038
C -4.0777 -0.5700 -1.5060 0.236 0.116 0.296
C -5.4545 -0.7526 -1.7854 -0.314 0.033 0.010
C -6.3869 -0.1586 -0.9868 0.156 -0.061 -0.071
C -5.9615 0.6260 0.1121 0.261 0.026 0.015
C -6.8423 1.2736 1.0049 -0.020 0.108 0.083
C -6.3540 2.0287 2.0387 -0.217 -0.073 -0.086
C -4.9662 2.1770 2.2230 0.220 -0.038 -0.021
C -4.0883 1.5550 1.3777 0.038 0.044 0.057
C -4.5626 0.7609 0.3070 -0.319 0.089 0.100
N -3.6536 0.1617 -0.5032 0.215 -0.147 -0.291
H -5.7262 -1.3693 -2.6305 0.029 -0.064 0.037
H -7.4498 -0.2829 -1.1667 -0.003 0.003 -0.040
H -7.9116 1.1692 0.8520 -0.002 -0.015 0.021
H -7.0405 2.5147 2.7218 0.010 0.021 -0.010
H -4.5856 2.7815 3.0367 0.014 0.003 -0.008
H -3.0156 1.6532 1.5065 -0.005 0.023 0.043
C -1.6404 1.3729 6.9552 -0.018 0.006 -0.021
C -0.5077 0.9365 6.2738 -0.021 -0.016 0.083
C -0.1196 1.5449 5.0932 -0.029 0.026 -0.051
C -0.8490 2.6053 4.5302 -0.649 -0.151 0.062
C -1.9789 3.0382 5.2458 0.112 -0.110 -0.036
C -2.3678 2.4345 6.4322 -0.017 -0.023 0.137
Si -0.2559 3.3957 2.9375 1.642 0.704 0.240
C -1.4325 4.7121 2.3304 -0.469 -0.152 -0.142
C -1.7386 4.8172 0.9593 -0.106 0.049 0.119
C -2.5368 5.8308 0.4598 -0.041 0.080 -0.061
C -3.0664 6.7987 1.3089 -0.022 0.002 0.056
C -2.7535 6.7391 2.6634 -0.060 0.078 -0.082
C -1.9440 5.7300 3.1586 -0.010 -0.079 -0.074
H -1.9605 0.8793 7.8658 0.033 0.037 0.025
H 0.0751 0.1148 6.6759 -0.006 -0.027 -0.056
H 0.7673 1.1890 4.5782 0.002 -0.013 0.003
H -2.5770 3.8511 4.8483 -0.041 -0.054 0.022
H -3.2555 2.7831 6.9519 -0.007 0.011 -0.026
H -0.1898 2.3281 1.9082 -0.478 -0.325 -0.265
H -1.3438 4.0749 0.2755 -0.008 0.008 0.032
H -2.7682 5.8598 -0.6009 0.029 -0.009 -0.003
H -3.7154 7.5798 0.9295 0.026 -0.003 -0.027
H -3.1528 7.4926 3.3357 0.034 -0.006 0.025
H -1.6883 5.7308 4.2129 -0.010 0.018 -0.007
```
Positions in Å, forces in eV/Å.

Calculated values
**E_tot**: -85218.6332 eV
**HOMO level**: -0.0108 Eh
**Net charge**: -2
**Gap between HOMO and LUMO**: 3.809 eV
**Max |F|**: 1.89 eV/A

=====

LUMO level (eV)
-0.88; 3.51